1.
15
Properties=species:S:1:pos:R:3:forces:R:3 method="wB97M-V/def2-TZVPD" smiles="NC(=O)[C@H](N)CO" charge=0 energy_ha=-379.11340 gap_ev=10.521
N 0.22367 0.80689 1.51905 -0.108 -0.376 -1.599
C 0.16842 -0.10994 0.34546 0.727 -0.724 0.512
C 1.29382 0.06560 -0.68370 0.101 0.893 0.522
O 2.53551 -0.32012 -0.08834 -0.198 -0.215 -0.018
C -1.18656 -0.16643 -0.32890 -0.164 -0.117 0.439
N -2.21845 0.17231 0.48267 -0.767 -0.047 0.252
O -1.31063 -0.55948 -1.46978 -0.173 0.035 -0.176
H 0.33516 1.70397 1.04927 0.182 0.343 0.795
H 1.08360 0.57302 2.00432 0.032 0.351 0.024
H 0.32326 -1.10928 0.77423 -0.190 -0.078 -0.206
H 1.09966 -0.47014 -1.61289 -0.154 -0.008 0.189
H 1.38262 1.14535 -0.88897 -0.209 -0.163 -0.303
H 3.01695 -0.82804 -0.74284 0.163 -0.052 0.055
H -3.16384 -0.10043 0.26814 0.145 0.014 -0.576
H -2.08312 0.34787 1.46050 0.611 0.145 0.090



2.
10
Properties=species:S:1:pos:R:3:forces:R:3 method="wB97M-V/def2-TZVPD" charge=+2 spin_multiplicity=2 energy_ha=-225.77783 gap_ev="8.271 / 8.025"
C -0.34178 0.36914 0.47238 0.581 -0.743 -0.304
C 0.81572 0.73740 -0.47747 -0.861 0.214 0.485
N 1.85934 0.12320 -0.30548 0.902 0.466 -0.567
C -0.87667 -1.07827 0.43572 -0.003 0.881 -0.076
N -1.51548 -0.04411 -0.21732 0.159 -0.060 -0.208
H -0.30975 0.94014 1.40422 -0.453 0.067 0.142
H 0.74074 1.51364 -1.26128 -0.052 0.079 -0.029
H 2.85001 0.12808 -0.61179 0.048 -0.404 0.260
H -1.42874 -1.45529 1.31761 0.164 -0.133 0.274
H -0.41800 -1.83763 -0.22030 -0.485 -0.366 0.023



3.
68
Properties=species:S:1:pos:R:3:forces:R:3 method="wB97M-V/def2-TZVPD" charge=0 energy_ha=-2206.05534 gap_ev=4.309
C 1.79730 1.50172 -3.67492 0.183 0.220 -0.151
N 0.80087 1.21288 -2.66777 -0.810 -0.037 -0.194
C -0.50955 1.05979 -3.05299 0.381 0.543 -0.907
O -0.95252 1.26566 -4.18013 0.522 -0.415 1.394
C -1.28299 0.55917 -1.85783 -0.342 0.829 0.084
C -1.79889 -0.85947 -2.09462 -0.131 -0.109 -0.218
C -0.68508 -1.81344 -2.45884 -0.059 -0.349 -0.067
C -0.24223 -1.88351 -3.78554 0.175 -0.023 -0.010
C 0.81866 -2.71861 -4.13491 -0.023 0.018 0.252
C 1.43243 -3.50987 -3.15727 -0.078 0.105 0.023
C 0.97344 -3.46800 -1.83797 -0.078 0.096 -0.114
C -0.09789 -2.63715 -1.49283 0.241 0.170 -0.123
N -0.29067 0.65728 -0.77736 0.070 -0.663 1.646
C -0.54075 0.12211 0.42818 -0.145 0.667 -1.161
C 0.41421 -0.11927 1.41805 0.655 -0.324 1.251
C 0.11099 0.05276 2.76381 -0.930 -0.481 -1.371
C 1.06298 0.20512 3.83417 1.145 -0.142 1.033
C 0.65761 0.72462 5.09930 0.000 -0.276 -0.816
C 1.57936 0.92175 6.11990 0.315 -0.080 -0.083
C 2.92970 0.59124 5.92612 -0.401 0.019 -0.313
C 3.34794 0.06952 4.69606 -0.140 -0.058 -0.092
C 2.43455 -0.12627 3.65998 -0.500 0.208 0.298
C 1.01748 1.20350 -1.22357 0.656 -0.462 -0.407
C 1.46566 2.60925 -0.64490 -0.721 -0.423 -0.210
C 0.45587 3.66882 -1.07944 0.113 0.251 -0.085
C 2.88330 2.91219 -1.12469 0.292 0.118 -0.256
C 1.53951 2.61423 0.87178 0.040 0.156 0.491
H 1.49878 1.02289 -4.61614 -0.023 0.118 0.335
H 1.87024 2.58705 -3.84699 0.099 -0.358 -0.100
H 2.76995 1.10441 -3.36670 -0.185 0.113 -0.027
H -2.10116 1.26815 -1.64935 0.070 -0.345 -0.089
H -2.33784 -1.19761 -1.20427 -0.056 -0.058 -0.118
H -2.51040 -0.79014 -2.93130 0.084 -0.016 0.331
H -0.72930 -1.26593 -4.54575 0.178 -0.217 0.240
H 1.17152 -2.73875 -5.16702 -0.118 -0.079 0.277
H 2.26167 -4.16639 -3.42943 -0.247 0.209 0.105
H 1.44789 -4.07941 -1.06908 -0.170 0.101 -0.236
H -0.47301 -2.61839 -0.46580 0.082 -0.074 -0.197
H -1.59489 -0.09615 0.62645 0.110 0.034 0.060
H 1.41348 -0.44581 1.10559 -0.242 0.743 0.065
H -0.94765 0.14638 3.03553 0.356 0.246 -0.198
H -0.39748 0.97307 5.24835 0.365 -0.110 -0.032
H 1.25502 1.33384 7.07649 0.064 -0.149 -0.288
H 3.65020 0.74085 6.73022 -0.194 -0.040 -0.219
H 4.39592 -0.19466 4.54342 -0.317 0.070 0.070
H 2.76061 -0.56406 2.71243 -0.016 0.196 0.380
H 1.81495 0.47164 -0.99051 -0.271 0.178 0.013
H -0.54374 3.42651 -0.69923 0.106 0.054 -0.086
H 0.74758 4.63693 -0.65208 -0.111 -0.156 -0.118
H 0.40548 3.78234 -2.16824 -0.018 -0.042 0.161
H 3.53736 2.05075 -0.93007 -0.045 0.190 -0.090
H 2.94430 3.17260 -2.18450 0.009 -0.084 0.238
H 3.28950 3.76259 -0.55905 -0.155 -0.213 -0.135
H 2.22499 1.84751 1.24908 -0.124 0.097 0.024
H 1.93482 3.59117 1.18984 -0.110 -0.266 -0.075
H 0.56523 2.48973 1.34729 0.111 -0.024 -0.052
Cl -4.61926 -3.99124 -1.53782 -0.175 -0.338 -0.475
C -4.39486 -2.92853 -0.20521 0.011 0.854 1.134
C -5.21800 -1.79860 -0.06193 0.259 -0.042 -0.046
C -4.97940 -0.91428 1.00554 -0.103 -0.396 -0.371
C -3.96399 -1.15867 1.91452 0.147 -0.259 -0.407
C -3.11248 -2.28789 1.76255 -1.277 0.120 -1.047
S -1.79976 -2.54327 2.75902 1.734 -0.203 1.348
C -3.38273 -3.20534 0.70688 -0.370 0.761 -0.186
H -6.01915 -1.62842 -0.77374 0.122 0.036 0.089
H -5.60336 -0.02761 1.11598 0.047 -0.220 -0.023
H -3.78388 -0.49181 2.75581 -0.043 -0.101 -0.165
H -2.76840 -4.09148 0.59747 -0.012 0.112 0.014